No. 1
C4H10NO2 | the ωB97M-V functional and the def2-TZVPD basis

## Properties
- LUMO energy (eV) = -3.488
- HOMO energy (Ha) = -0.558
- E (eV) = -9888.729
- SMILES string = CC[NH2+]CC(=O)O
- ΔE to the lowest compared entry with this formula, charge and spin (kJ/mol) = 82.89
- frontier orbital gap (Eh) = 0.42957
- total charge = +1

Each line ends with the Löwdin charge.
Positions of all 17 atoms, in Å:
1 C 0.1326 -2.3473 0.2328  -0.0462
2 C 0.5120 -0.9021 0.5008  -0.1888
3 N -0.6278 0.0570 0.4775  0.0574
4 C -0.1912 1.4887 0.5039  -0.0015
5 C -0.0686 2.0809 -0.8881  -0.5159
6 O -0.3119 3.2264 -1.0924  0.1802
7 O 0.2539 1.1627 -1.7947  0.1324
8 H 1.0185 -2.8361 -0.1236  0.0885
9 H -0.2143 -2.8687 1.1119  0.0856
10 H -0.6160 -2.4240 -0.5583  0.0915
11 H 1.2098 -0.5927 -0.2727  0.1251
12 H 1.0641 -0.8491 1.4436  0.1445
13 H -1.2987 -0.1781 -0.2593  0.1894
14 H -1.1649 -0.0961 1.3319  0.1899
15 H -0.8862 2.1077 1.0614  0.1523
16 H 0.7703 1.4907 1.0225  0.1546
17 H 0.4184 1.4802 -2.6972  0.1609

No. 2
C5H9N2 | the ωB97M-V functional and the def2-TZVPD basis

## Properties
- LUMO energy (eV) = -4.947
- HOMO energy (Ha) = -0.564
- E (eV) = -8301.995
- SMILES string = [H]/N=C(\CC)[N+]#CC
- ΔE to the lowest compared entry with this formula, charge and spin (kJ/mol) = 360.63
- frontier orbital gap (Eh) = 0.38261
- total charge = +1

Each line ends with the Löwdin charge.
Positions of all 16 atoms, in Å:
1 H 2.3059 -2.2764 0.2216  0.0773
2 N 1.3491 -2.2886 -0.1189  0.2162
3 C 0.7748 -1.1682 0.2355  -0.3255
4 C 1.4772 0.0513 0.7924  -0.1417
5 C 1.4984 1.2034 -0.2912  -0.0491
6 N -0.6121 -0.9288 -0.1112  0.2863
7 C -1.5694 -0.2759 -0.1251  0.0902
8 C -2.9395 0.1924 -0.3073  0.0229
9 H 1.0936 0.4593 1.7141  0.1113
10 H 2.5265 -0.3743 0.9441  0.1385
11 H 0.5976 1.1464 -0.9425  0.0730
12 H 2.3842 1.1744 -0.8771  0.0735
13 H 1.3441 2.1448 0.1595  0.0613
14 H -2.9653 1.0722 -0.9262  0.0991
15 H -3.6565 0.4066 0.4958  0.1194
16 H -3.6086 -0.5387 -0.8635  0.1472

No. 3
C18H28O8 | the ωB97M-V functional and the def2-TZVPD basis

## Properties
- LUMO energy (eV) = -2.348
- HOMO energy (Ha) = -0.349
- E (eV) = -35491.649
- SMILES string = O=C1C=C(O)C(=O)C=C1O.CC(C)=O.CC(C)=O.CC(C)=O.CC(C)=O
- ΔE to the lowest compared entry with this formula, charge and spin (kJ/mol) = 0.00
- frontier orbital gap (Eh) = 0.26319
- total charge = 0

Each line ends with the Löwdin charge.
Positions of all 54 atoms, in Å:
1 O 0.5543 1.2753 -4.1975  0.1284
2 C 1.6729 1.3140 -4.5792  -0.4417
3 C 2.7577 1.2000 -3.6909  0.0919
4 C 4.2185 1.2223 -4.1542  -0.0959
5 O 5.3286 1.4514 -3.3787  0.1013
6 C 4.5601 1.2340 -5.5975  -0.3743
7 O 5.7186 1.1878 -6.0400  0.1106
8 C 3.4365 1.4500 -6.4728  0.0861
9 C 1.9933 1.5608 -6.0335  -0.0864
10 O 0.9238 1.7622 -6.9465  0.0652
11 H 2.6062 1.1304 -2.6970  0.0603
12 H 5.1837 1.1698 -2.4722  0.1214
13 H 3.5532 1.4258 -7.5820  0.1303
14 H 0.1919 1.5694 -6.3307  0.1009
15 C -0.9652 2.5822 5.0173  -0.0205
16 C -2.3334 3.0603 4.6459  -0.4508
17 C -2.9499 4.2878 5.2493  -0.0473
18 O -3.0504 2.4433 3.8190  0.0272
19 H -0.7566 1.6448 4.4259  0.0940
20 H -0.8066 2.4106 6.0306  0.0612
21 H -0.1116 3.1452 4.7548  0.0673
22 H -2.2784 5.1001 5.1308  0.0441
23 H -3.0158 4.5732 6.4964  0.1700
24 H -3.8039 4.6819 4.7699  0.0540
25 C -0.4312 -0.3421 0.9268  -0.0215
26 C -0.8812 0.4801 -0.2903  -0.4343
27 C -0.3046 1.8134 -0.4008  -0.0212
28 O -1.8205 0.0454 -1.0718  0.0015
29 H -1.1139 -1.1907 1.0163  0.0686
30 H -0.3713 0.1764 1.9438  0.0988
31 H 0.4478 -0.9779 0.5547  0.0943
32 H -0.7826 2.5468 -1.2342  0.1633
33 H 0.6837 1.5531 -0.6539  0.0708
34 H -0.4584 2.1558 0.4622  -0.0069
35 C -3.1252 -4.1317 3.7587  -0.0498
36 C -2.0430 -3.6948 4.8256  -0.5134
37 C -1.6636 -2.2457 4.6072  -0.0355
38 O -1.5764 -4.3680 5.6841  0.0862
39 H -3.5299 -5.0933 4.3314  0.1045
40 H -2.6941 -4.6885 2.7468  0.1301
41 H -3.8767 -3.4491 3.3359  0.0604
42 H -1.6779 -2.1036 3.5648  0.0368
43 H -0.8270 -1.8519 5.1140  0.0599
44 H -2.5429 -1.5229 4.7925  0.1217
45 C -0.3603 -2.3770 -3.3286  -0.0176
46 C 0.2846 -2.8544 -2.0401  -0.4589
47 C 1.7118 -2.6543 -1.6426  -0.0324
48 O -0.4726 -3.5260 -1.2975  0.0158
49 H -1.4196 -2.5646 -3.3379  0.0767
50 H -0.0830 -3.1268 -4.2016  0.1331
51 H -0.1358 -1.4023 -3.5836  0.0232
52 H 2.6353 -3.0224 -2.0853  0.0787
53 H 1.9620 -2.8613 -0.6044  0.0817
54 H 1.8394 -1.6043 -2.0597  0.0881

No. 4
C3H23NO10S | the ωB97M-V functional and the def2-TZVPD basis

## Properties
- LUMO energy (eV) = 0.060
- HOMO energy (Ha) = -0.343
- E (eV) = -36285.839
- SMILES string = N[C@H](CS)C(=O)O.O.O.O.O.O.O.O.O
- ΔE to the lowest compared entry with this formula, charge and spin (kJ/mol) = 0.00
- frontier orbital gap (Eh) = 0.34518
- total charge = 0

Each line ends with the Löwdin charge.
Positions of all 38 atoms, in Å:
1 N 1.5673 0.2022 1.5701  0.0417
2 C 1.3665 1.6718 1.5089  -0.3464
3 C 0.9859 2.4388 2.7742  -0.4650
4 S 1.3118 1.5160 4.3426  0.7218
5 C 0.3336 1.7550 0.4014  -0.4769
6 O -0.8340 1.4355 0.6339  0.0404
7 O 0.8250 1.9862 -0.7687  0.1589
8 H 0.6931 -0.2040 1.9106  0.0504
9 H 2.2316 0.0355 2.3241  0.0603
10 H 2.3417 1.9884 1.1026  0.1468
11 H -0.0729 2.7144 2.7212  0.0774
12 H 1.5108 3.3772 2.9648  0.0639
13 H 0.2801 0.6895 4.1078  -0.1615
14 H 0.3081 1.7297 -1.5731  0.0829
15 O -0.3698 -1.4237 -2.1555  -0.0747
16 H 0.4187 -1.8395 -1.7155  0.0302
17 H -0.5768 -1.9678 -2.9213  0.0842
18 O 2.1431 -0.1796 -4.1505  -0.0479
19 H 1.2346 -0.4482 -4.0054  -0.0026
20 H 2.5364 -0.0157 -3.2862  0.0362
21 O -0.7584 1.2456 -2.7669  -0.0344
22 H -0.5449 0.2888 -2.7825  0.0228
23 H -1.1372 1.6162 -3.5585  0.0747
24 O -3.2331 1.0931 -0.5375  -0.0703
25 H -2.5396 1.3446 0.1068  0.0044
26 H -2.7795 1.1700 -1.3773  0.0053
27 O 1.8838 -1.9081 -0.7984  -0.0478
28 H 1.9517 -1.1176 -0.2520  0.0287
29 H 1.8744 -2.7875 -0.4360  0.0392
30 O -2.3741 -1.9888 -0.3673  -0.1038
31 H -2.8451 -1.1485 -0.5723  0.0237
32 H -1.5592 -1.9155 -0.9067  -0.0214
33 O -1.2603 -0.1949 2.7972  -0.0703
34 H -1.8465 -0.9500 2.7309  0.0497
35 H -1.6050 0.4503 2.1542  0.0330
36 O -0.1510 -3.5535 -0.0132  -0.0573
37 H -0.9498 -4.0866 0.0298  0.0549
38 H -0.3611 -3.0191 0.7633  0.0487

> Which of these has the lowest HOMO energy?

C5H9N2